Computed, not measured: a cluster of 8 separate species, C43H68F9NO26PS in total in a non-equilibrium geometry, with ωB97M-V/def2-TZVPD.

Each atom is followed by the atoms it is bonded to, with distances in Å.
Geometry (Å):
1 S 0.532 4.391 -0.994  F3 1.595, F6 1.611, F7 1.589, F8 1.600, F11 1.626, C67 1.868
2 P 3.187 -4.509 0.155  O33 1.674, O34 1.656, C65 1.920
3 F 0.575 3.250 0.120  S1 1.595
4 F 2.604 1.769 -3.313  C76 1.380
5 F 2.828 3.191 -1.160  C67 1.343
6 F 0.529 5.637 -2.015  S1 1.611
7 F -0.675 3.732 -1.790  S1 1.589
8 F -0.546 5.181 -0.115  S1 1.600
9 F 0.709 2.576 -3.928  C76 1.357
10 F 2.438 4.399 -2.861  C67 1.342
11 F 1.692 5.162 -0.156  S1 1.626
12 O 2.358 6.542 -6.924  C56 1.187
13 O 8.687 4.198 -0.594  C72 1.363, C77 1.428
14 O -3.875 -3.715 1.996  C55 1.428, C78 1.437
15 O -3.346 6.326 -8.849  C50 1.190
16 O 4.274 5.741 -7.800  C56 1.358, C79 1.433
17 O -1.028 -3.873 9.406  C69 1.191
18 O -4.785 -1.764 -1.693  C52 1.186
19 O -1.217 0.182 4.226  C46 1.436, C60 1.355
20 O -1.440 -7.048 5.316  C49 1.432, C81 1.364
21 O -2.140 5.877 -6.994  C48 1.436, C50 1.358
22 O -0.296 -5.231 4.679  C80 1.430, C81 1.355
23 O -0.743 -6.832 3.171  C81 1.187
24 O -0.051 -2.337 10.746  C69 1.359, C75 1.432
25 O -6.908 -1.005 -1.768  C52 1.364, C59 1.426
26 O -1.291 -1.675 9.003  C54 1.433, C69 1.355
27 O 7.227 2.944 0.557  C66 1.433, C72 1.360
28 O -2.173 2.018 5.080  C60 1.362, C68 1.430
29 O 2.304 4.924 -8.502  C45 1.432, C56 1.367
30 O -1.252 0.487 6.462  C60 1.192
31 O 1.414 -1.637 0.164  C61 1.256
32 O -1.465 5.087 -8.978  C50 1.359, C62 1.434
33 O 3.073 -3.986 1.742  P2 1.674, H96 0.968
34 O 4.347 -3.594 -0.593  P2 1.656, H129 0.980
35 O 0.155 -3.136 1.095  C61 1.239
36 O 9.278 2.127 0.081  C72 1.187
37 O -6.242 -2.280 -0.046  C47 1.431, C52 1.362
38 N 1.895 -3.539 -2.019  C65 1.460, C71 1.459, H138 1.013
39 C 0.646 -5.240 -0.586  C51 1.553, C65 1.559, H94 1.103, H139 1.116
40 C 5.168 4.217 0.277  C66 1.514, H105 1.087, H110 1.091, H144 1.091
41 C 0.216 -4.185 6.809  C80 1.510, H86 1.092, H103 1.093, H113 1.092
42 C -1.801 -4.360 -0.928  C51 1.547, C73 1.548, H112 1.101, H132 1.116
43 C -0.755 0.697 8.882  C54 1.515, H82 1.090, H119 1.090, H135 1.091
44 C 5.806 4.820 -9.452  C79 1.514, H107 1.091, H130 1.091, H131 1.091
45 C 3.303 4.437 -9.403  O29 1.432, C79 1.507, H101 1.093, H117 1.089
46 C -1.907 0.825 3.143  O19 1.436, C68 1.506, C74 1.514, H148 1.094
47 C -7.532 -1.764 0.298  O37 1.431, C53 1.514, C59 1.507, H122 1.094
48 C -1.076 4.950 -6.724  O21 1.436, C62 1.510, C64 1.512, H108 1.094
49 C -1.085 -6.341 6.510  O20 1.432, C80 1.508, H118 1.094, H143 1.089
50 C -2.409 5.813 -8.324  O15 1.190, O21 1.358, O32 1.359
51 C -0.634 -5.222 -1.464  C39 1.553, C42 1.547, H121 1.112, H146 1.109
52 C -5.868 -1.691 -1.215  O18 1.186, O25 1.364, O37 1.362
53 C -8.363 -2.802 1.022  C47 1.514, H87 1.091, H95 1.091, H133 1.091
54 C -1.015 -0.499 9.774  O26 1.433, C43 1.515, C75 1.507, H83 1.094
55 C -3.294 -2.412 2.058  O14 1.428, C70 1.556, H88 1.107, H100 1.116
56 C 2.925 5.809 -7.665  O12 1.187, O16 1.358, O29 1.367
57 C 1.505 -1.175 -2.686  C58 1.557, C71 1.556, H89 1.114, H128 1.096
58 C 0.388 -0.097 -2.815  C57 1.557, C63 1.557, H106 1.104, H125 1.104
59 C -8.084 -1.370 -1.048  O25 1.426, C47 1.507, H120 1.089, H147 1.094
60 C -1.520 0.856 5.361  O19 1.355, O28 1.362, O30 1.192
61 C 0.996 -2.819 0.242  O31 1.256, O35 1.239, C65 1.561
62 C -0.382 4.873 -8.062  O32 1.434, C48 1.510, H91 1.082, H137 1.087
63 C 0.811 1.150 -1.984  C58 1.557, C76 1.532, H102 1.102, H126 1.107
64 C -0.196 5.436 -5.595  C48 1.512, H97 1.090, H99 1.092, H136 1.089
65 C 1.539 -3.965 -0.668  P2 1.920, N38 1.460, C39 1.559, C61 1.561
66 C 6.667 4.261 0.482  O27 1.433, C40 1.514, C77 1.507, H93 1.094
67 C 1.851 3.543 -2.010  S1 1.868, F5 1.343, F10 1.342, C76 1.554
68 C -2.070 2.227 3.669  O28 1.430, C46 1.506, H116 1.093, H124 1.089
69 C -0.812 -2.738 9.694  O17 1.191, O24 1.359, O26 1.355
70 C -2.133 -2.398 3.094  C55 1.556, H114 1.104, H141 1.107, H149 1.103
71 C 0.920 -2.613 -2.584  N38 1.459, C57 1.556, H92 1.103, H134 1.116
72 C 8.477 3.001 0.023  O13 1.363, O27 1.360, O36 1.187
73 C -2.409 -4.894 0.392  C42 1.548, C78 1.575, H84 1.100, H145 1.106
74 C -1.119 0.742 1.853  C46 1.514, H90 1.092, H98 1.091, H123 1.091
75 C 0.179 -0.933 10.584  O24 1.432, C54 1.507, H111 1.093, H142 1.089
76 C 1.425 2.282 -2.813  F4 1.380, F9 1.357, C63 1.532, C67 1.554
77 C 7.423 4.857 -0.677  O13 1.428, C66 1.507, H109 1.093, H127 1.089
78 C -3.820 -4.251 0.663  O14 1.437, C73 1.575, H104 1.109, H140 1.101
79 C 4.571 4.594 -8.605  O16 1.433, C44 1.514, C45 1.507, H115 1.094
80 C -0.793 -4.956 5.991  O22 1.430, C41 1.510, C49 1.508, H85 1.094
81 C -0.818 -6.416 4.280  O20 1.364, O22 1.355, O23 1.187
82 H -1.697 1.148 8.569  C43 1.090
83 H -1.878 -0.307 10.419  C54 1.094
84 H -1.789 -4.647 1.267  C73 1.100
85 H -1.712 -4.372 5.888  C80 1.094
86 H 0.149 -3.121 6.575  C41 1.092
87 H -8.164 -3.802 0.635  C53 1.091
88 H -2.955 -2.072 1.061  C55 1.107
89 H 2.079 -1.165 -3.641  C57 1.114
90 H -1.411 1.531 1.156  C74 1.092
91 H 0.358 5.648 -8.216  C62 1.082
92 H -0.073 -2.628 -2.106  C71 1.103
93 H 6.904 4.782 1.415  C66 1.094
94 H 0.381 -5.515 0.449  C39 1.103
95 H -8.107 -2.817 2.082  C53 1.091
96 H 2.562 -4.620 2.265  O33 0.968
97 H -0.095 6.520 -5.611  C64 1.090
98 H -1.294 -0.218 1.365  C74 1.091
99 H -0.642 5.174 -4.633  C64 1.092
100 H -4.045 -1.667 2.416  C55 1.116
101 H 3.281 5.042 -10.313  C45 1.093
102 H -0.071 1.477 -1.410  C63 1.102
103 H 0.037 -4.303 7.881  C41 1.093
104 H -4.549 -5.087 0.663  C78 1.109
105 H 4.883 3.377 -0.352  C40 1.087
106 H -0.530 -0.527 -2.379  C58 1.104
107 H 5.870 5.858 -9.782  C44 1.091
108 H -1.524 3.987 -6.460  C48 1.094
109 H 6.973 4.636 -1.649  C77 1.093
110 H 4.663 4.079 1.234  C40 1.091
111 H 1.131 -0.791 10.066  C75 1.093
112 H -1.572 -3.285 -0.861  C42 1.101
113 H 1.236 -4.496 6.572  C41 1.092
114 H -1.326 -1.701 2.811  C70 1.104
115 H 4.723 3.742 -7.938  C79 1.094
116 H -1.207 2.869 3.471  C68 1.093
117 H 3.107 3.398 -9.665  C45 1.089
118 H -0.218 -6.827 6.965  C49 1.094
119 H -0.232 0.403 7.972  C43 1.090
120 H -8.772 -0.528 -0.984  C59 1.089
121 H -1.000 -6.271 -1.502  C51 1.112
122 H -7.387 -0.887 0.935  C47 1.094
123 H -0.046 0.806 2.040  C74 1.091
124 H -2.967 2.711 3.286  C68 1.089
125 H 0.211 0.143 -3.879  C58 1.104
126 H 1.575 0.880 -1.229  C63 1.107
127 H 7.546 5.935 -0.581  C77 1.089
128 H 2.236 -0.962 -1.898  C57 1.096
129 H 4.067 -2.659 -0.502  O34 0.980
130 H 6.704 4.618 -8.868  C44 1.091
131 H 5.816 4.163 -10.322  C44 1.091
132 H -2.623 -4.451 -1.678  C42 1.116
133 H -9.430 -2.587 0.937  C53 1.091
134 H 0.745 -2.926 -3.640  C71 1.116
135 H -0.174 1.461 9.401  C43 1.091
136 H 0.793 4.983 -5.638  C64 1.089
137 H 0.079 3.903 -8.232  C62 1.087
138 H 2.091 -4.311 -2.644  N38 1.013
139 H 1.279 -6.078 -0.963  C39 1.116
140 H -4.088 -3.497 -0.092  C78 1.101
141 H -2.488 -2.126 4.106  C70 1.107
142 H 0.225 -0.437 11.553  C75 1.089
143 H -1.910 -6.351 7.222  C49 1.089
144 H 4.797 5.142 -0.167  C40 1.091
145 H -2.532 -5.992 0.384  C73 1.106
146 H -0.420 -4.954 -2.519  C51 1.109
147 H -8.577 -2.193 -1.573  C59 1.094
148 H -2.878 0.335 3.023  C46 1.094
149 H -1.676 -3.400 3.147  C70 1.103

The HOMO energy is -4.64 eV. Its charge is -1. Its spin multiplicity is 1.